No. 1
# H16O8

A 8-piece molecular cluster, H16O8 overall in a non-equilibrium geometry (ωB97M-V/def2-TZVPD, the OMol25 dataset).

Calculated values
orbital gap: 10.4 eV
HOMO: -10.64 eV
SMILES: O.O.O.O.O.O.O.O
ΔE to the lowest compared entry with this formula, charge and spin: 4.2817 eV
E_LUMO: -0.288 eV

Structure (ORCA input):
```
! RIJCOSX wB97M-V def2-TZVPD def2/J DEFGRID3
* xyz 0 1
H 0.5741 -0.7279 -1.1174
H 0.7123 -0.2387 0.2701
H -2.6764 -1.8294 1.4784
H -1.8127 -1.7862 0.3644
H 1.4002 1.4147 -0.8281
H 0.4811 2.2828 0.1245
H 0.9156 -1.6116 4.5181
H 0.8629 -0.4090 3.8165
H 2.5929 1.6049 -2.8382
H 3.0487 0.9006 -1.5827
H -1.8178 3.7212 -2.7066
H -0.8719 2.8282 -3.6699
H -2.5883 -4.1250 -2.3248
H -1.9759 -3.2314 -3.3287
H 1.2272 1.6936 3.6914
H 1.4733 2.7568 4.6568
O 0.1278 -0.7733 -0.3215
O -2.6429 -2.1552 0.5348
O 0.6890 2.0328 -0.8226
O 0.3673 -1.1504 3.8637
O 2.4908 0.7204 -2.4364
O -1.1693 2.9224 -2.7656
O -1.7221 -3.8382 -2.7235
O 1.6663 1.8361 4.6057
*
```

---

No. 2
# C33H44F11N6O7S2

A 3-piece molecular cluster, C33H44F11N6O7S2 overall in a non-equilibrium geometry (ωB97M-V/def2-TZVPD, the OMol25 dataset).

Calculated values
orbital gap: 5.2 eV
HOMO: -9.60 eV
E_LUMO: -4.413 eV

Structure (ORCA input):
```
! RIJCOSX wB97M-V def2-TZVPD def2/J DEFGRID3
* xyz 1 1
C 8.0024 -2.2912 3.1454
C 8.0312 -1.1098 2.1773
O 7.2688 -0.0064 2.6167
C 5.8879 -0.1334 2.3566
C 5.5010 0.5623 1.0617
O 4.3971 1.4337 1.2912
C 3.9881 2.1388 0.1490
C 2.5059 2.0250 -0.1214
O 2.1398 0.7264 -0.6222
C 1.1837 0.8528 -1.6619
C 0.2130 -0.3470 -1.7789
C -0.9862 0.0908 -0.8857
C -2.3361 -0.6021 -0.8543
O -2.3819 -1.3739 0.3429
C -3.5444 -2.1637 0.4292
C -3.7812 -2.5402 1.8981
F -3.1977 -3.7402 2.1453
F -3.2015 -1.6335 2.7321
C -5.2885 -2.6294 2.2493
F -5.4581 -3.5496 3.2194
F -5.9651 -3.0301 1.1475
C -5.9100 -1.3026 2.7738
F -7.2538 -1.4742 2.7440
F -5.5320 -1.0910 4.0462
C -5.5806 -0.0483 1.9490
F -6.1646 1.0190 2.5585
F -6.1113 -0.1723 0.7062
C -0.2181 -0.3325 -3.2605
N -0.5795 1.0482 -3.6079
C -1.6800 1.2636 -4.1031
S -3.0673 1.5731 -4.6909
N 0.9203 -0.6951 -4.0644
C 1.5210 -2.0020 -3.7874
C 2.0014 -2.2020 -2.3452
C 3.3736 -1.4669 -2.0856
C 3.8118 -0.3122 -2.9603
F 4.3691 -2.4304 -2.1820
N 2.1239 -3.6692 -2.2354
C 2.7848 -4.2362 -1.1282
O 3.1815 -3.7205 -0.1537
F 2.8135 -5.5472 -1.3237
C 2.4486 -4.4081 -3.4470
O 1.6588 -5.0235 -4.0493
F 3.6963 -4.3184 -3.7878
N 0.7906 -1.7099 -1.4134
S -0.5263 -3.0501 -1.6879
C 0.8694 -1.9404 0.0866
C 1.7576 -1.1022 1.0303
O 2.8637 -1.4045 1.3419
H 9.0025 -2.6880 3.2872
H 7.3943 -3.1092 2.7731
H 7.6320 -1.9940 4.1201
H 9.0504 -0.7625 2.0499
H 7.6983 -1.4525 1.1952
H 5.6219 -1.1853 2.2906
H 5.3191 0.2857 3.1806
H 6.3646 1.1099 0.6854
H 5.2146 -0.1735 0.3097
H 4.1726 3.2038 0.3104
H 4.5655 1.8593 -0.7307
H 1.9929 2.1689 0.8260
H 2.2681 2.8095 -0.8355
H 0.5916 1.7395 -1.4740
H 1.6860 1.0685 -2.5967
H -1.1820 1.1279 -1.1160
H -0.6416 0.1063 0.1454
H -2.5610 -1.2483 -1.6990
H -3.1331 0.1406 -0.8122
H -4.3998 -1.6376 0.0147
H -3.4004 -3.0948 -0.1179
H -4.5133 0.1490 1.8854
H -1.1076 -0.9423 -3.4248
H 0.7005 -0.6600 -5.0501
H 0.8396 -2.7984 -4.0822
H 2.3870 -2.0687 -4.4388
H 3.4015 -1.1370 -1.0565
H 4.8854 -0.3916 -3.0926
H 3.3822 -0.2531 -3.9520
H 3.6572 0.6437 -2.4864
H -0.9636 -2.7306 -2.9125
H 1.0355 -2.9901 0.2974
H -0.1427 -1.7939 0.4514
H 1.2651 -0.2458 1.4978
N 0.5931 4.1080 2.3727
C -0.4986 3.5514 1.7625
C -1.4685 4.5138 1.6776
C -0.9383 5.6984 2.2573
C 0.3331 5.4159 2.6766
H 1.4513 3.6307 2.5763
H -0.4932 2.5210 1.4470
H -2.4494 4.3864 1.2517
H -1.4365 6.6471 2.3570
H 1.0705 6.0300 3.1630
N -8.1538 2.8100 1.3572
C -7.4395 3.4856 0.4067
C -8.2675 4.4169 -0.1611
C -9.5328 4.2990 0.4752
C -9.4286 3.3007 1.4064
H -7.7947 2.0683 1.9267
H -6.4065 3.2488 0.2171
H -7.9981 5.1073 -0.9424
H -10.4153 4.8812 0.2728
H -10.1503 2.9006 2.0969
*
```